Record 1
C13H26N2O4S | ωB97M-V/def2-TZVPD

The structure (SMILES) is CCOCCCNC(=O)C1CCN(S(=O)(=O)CC)CC1. The HOMO energy comes out at -9.258 eV. The orbital gap is 9.89 eV. Its energy relative to the best compared isomer or geometry (same formula, charge and spin) is 23.1 kJ/mol. For the electronic energy, the calculation gives -1319.6207 hartree.

Each line ends with the natural charge from an NBO analysis.
Atoms and positions in Å:
1 H 0.00 -5.01 0.41  0.163
2 H -0.02 2.33 3.36  0.228
3 H 2.99 -4.80 0.66  0.166
4 O -0.47 4.15 0.38  -0.949
5 H -2.20 4.20 2.32  0.231
6 H 1.61 1.14 -0.62  0.242
7 C 3.18 -2.70 1.16  -0.622
8 C 2.34 -3.94 0.90  -0.053
9 C -0.93 -0.93 -1.87  0.688
10 C 0.13 0.45 0.74  -0.230
11 H 0.80 0.55 1.60  0.220
12 N -0.69 1.63 0.70  -0.698
13 H 1.22 -5.67 -0.71  0.172
14 C 0.61 -4.78 -0.47  -0.057
15 H 0.63 0.24 -2.67  0.236
16 C -0.28 -4.44 -1.66  -0.424
17 N -0.55 -2.05 -1.22  -0.644
18 O -1.96 -0.87 -2.51  -0.648
19 O 1.47 -3.69 -0.18  -0.569
20 C -0.39 3.22 2.86  -0.636
21 H -2.36 2.46 2.54  0.222
22 H 2.54 -1.87 1.45  0.208
23 H -1.51 1.54 -2.59  0.243
24 H -0.84 -5.33 -1.93  0.219
25 C 0.95 0.28 -0.54  -0.428
26 C -0.80 1.56 -1.77  -0.415
27 S 0.10 3.05 1.11  2.307
28 H 3.89 -2.90 1.96  0.218
29 C 0.02 0.27 -1.76  -0.317
30 C -1.57 1.69 -0.45  -0.232
31 H 1.75 -4.20 1.80  0.163
32 H 0.13 4.09 3.23  0.240
33 H -1.80 -3.52 -0.43  0.183
34 C -1.89 3.36 2.93  -0.629
35 H -2.22 3.53 3.95  0.219
36 H 0.35 -4.15 -2.51  0.215
37 H 0.35 -2.12 -0.76  0.424
38 H -1.98 -3.18 -2.16  0.238
39 C -1.25 -3.30 -1.36  -0.223
40 H 1.57 -0.61 -0.49  0.207
41 H -0.52 -0.41 0.90  0.205
42 O 1.53 2.88 1.07  -0.956
43 H -2.08 2.66 -0.41  0.237
44 H -0.14 2.42 -1.88  0.214
45 H -2.30 0.89 -0.36  0.208
46 H 3.72 -2.43 0.26  0.216

Record 2
C13H26N3RuS4Se | ωB97M-V/def2-TZVPD

The HOMO energy (spin up / spin down) comes out at -14.762 / -14.793 eV. The orbital gap (spin up / spin down) is 7.72 / 6.18 eV. Its expectation value of S² is 0.76. Its multiplicity is 2. Its energy relative to the best compared isomer or geometry (same formula, charge and spin) is 109.6 kJ/mol. Its net charge is +2. For the electronic energy, the calculation gives -4763.7293 hartree.

Each line ends with the natural charge from an NBO analysis.
Atoms and positions in Å:
1 N 0.65 0.10 -1.27  -0.553
2 H -1.98 1.08 2.64  0.243
3 H -2.83 -3.88 -0.32  0.257
4 Se -3.91 0.99 -0.81  0.477
5 C 0.07 2.52 -1.62  -0.537
6 S 0.75 -1.84 1.32  0.191
7 H 0.41 1.05 -3.16  0.243
8 Ru 0.04 0.25 0.73  0.219
9 C -2.74 -2.87 -0.72  -0.548
10 C 2.13 0.10 -1.32  -0.245
11 C 2.70 1.10 -0.34  -0.249
12 H -0.66 3.15 -2.14  0.275
13 H 0.85 0.26 3.54  0.223
14 C 1.13 -3.11 0.08  -0.563
15 S -0.34 2.55 0.16  0.442
16 H -3.47 -2.77 -1.52  0.259
17 C 1.13 3.32 0.93  -0.541
18 H -1.06 0.79 -2.22  0.242
19 C -0.02 1.10 -2.15  -0.254
20 H 3.02 2.69 1.78  0.243
21 C -3.04 -1.89 0.42  -0.513
22 H 2.49 0.31 -2.34  0.239
23 H 1.61 2.14 2.68  0.227
24 C -0.17 0.15 3.19  -0.370
25 H 0.78 4.09 1.61  0.276
26 H 1.70 -3.85 0.66  0.263
27 H 0.31 -4.56 -1.26  0.262
28 H 1.81 -2.73 -0.69  0.220
29 S -2.40 -0.21 0.17  0.077
30 H -2.55 -2.20 1.35  0.244
31 H -0.63 -0.81 3.37  0.245
32 H 2.60 2.11 -0.71  0.210
33 N 2.00 1.00 0.98  -0.512
34 H -0.65 -4.33 0.20  0.240
35 N -3.20 0.03 -3.57  -0.247
36 C -0.06 -3.82 -0.57  -0.541
37 H 2.47 -0.90 -1.06  0.222
38 H 0.31 -0.81 -1.60  0.447
39 C -0.92 1.20 2.79  -0.361
40 H 1.67 3.83 0.14  0.251
41 H -0.56 2.22 2.84  0.214
42 H -4.11 -1.81 0.60  0.265
43 H 1.05 2.97 -1.77  0.236
44 H 3.77 0.93 -0.20  0.248
45 H 2.51 0.32 1.54  0.427
46 S -1.13 -2.70 -1.52  0.201
47 C -3.51 0.43 -2.54  -0.053
48 C 2.00 2.31 1.68  -0.243

Record 3
C13H26N4OS6SbTi | ωB97M-V/def2-TZVPD

The HOMO energy (spin up / spin down) comes out at -0.700 / -0.725 eV. The orbital gap (spin up / spin down) is 5.15 / 5.17 eV. Its expectation value of S² is 0.76. Its multiplicity is 2. Its energy relative to the best compared isomer or geometry (same formula, charge and spin) is 143.6 kJ/mol. Its net charge is -2. For the electronic energy, the calculation gives -4284.3149 hartree.

Each line ends with the natural charge from an NBO analysis.
Atoms and positions in Å:
1 H 0.64 1.84 0.24  0.418
2 H 0.96 -1.05 -3.75  0.199
3 C -2.01 -2.49 1.94  -0.181
4 H 1.36 1.45 -1.99  0.221
5 C -3.95 -3.91 2.26  -0.271
6 C -3.14 -3.48 0.05  -0.220
7 H -3.75 2.68 0.07  0.215
8 H -0.91 2.44 -2.39  0.198
9 H 1.85 -1.28 -1.27  0.514
10 C -4.06 -4.09 0.88  -0.263
11 N 4.94 -2.35 -0.02  -0.790
12 C 1.60 0.44 -2.32  -0.069
13 N -0.12 1.30 0.69  -0.730
14 C -1.39 3.92 0.70  -0.626
15 H -1.97 3.68 1.59  0.209
16 H 3.44 -1.63 2.66  0.447
17 C -3.12 2.90 -0.80  -0.601
18 H -3.20 -3.61 -1.03  0.200
19 H -3.40 3.87 -1.20  0.193
20 H -2.85 -2.97 3.84  0.197
21 H 2.64 0.47 -2.65  0.183
22 H 5.02 -1.19 2.21  0.443
23 S -0.78 -1.46 2.66  -0.243
24 O 1.51 -0.38 -1.16  -0.758
25 H -0.10 1.58 1.67  0.393
26 S 2.96 3.08 -0.05  -1.070
27 H 0.71 0.63 -4.27  0.199
28 C -2.11 -2.68 0.55  -0.182
29 S 5.92 0.88 1.57  -1.091
30 H -0.33 3.95 0.96  0.241
31 N -1.42 1.55 0.17  -0.480
32 C -2.94 -3.12 2.77  -0.179
33 C 0.67 -0.05 -3.42  -0.636
34 H 0.28 3.27 -1.34  0.252
35 S 2.38 -2.85 0.45  -0.288
36 H -1.68 4.92 0.35  0.194
37 C -0.78 3.21 -1.62  -0.649
38 H 4.72 -2.66 -0.95  0.402
39 H -4.66 -4.39 2.93  0.187
40 N 4.27 -1.90 2.11  -0.830
41 H 5.84 -1.95 0.19  0.419
42 H -1.63 0.81 -0.50  0.374
43 Ti 0.70 -0.78 0.89  0.861
44 C -1.65 2.88 -0.40  0.100
45 S 2.24 0.34 2.26  -0.843
46 C 3.96 -2.33 0.89  0.380
47 H -0.35 -0.10 -3.05  0.223
48 H -3.32 2.14 -1.56  0.202
49 H -4.84 -4.71 0.46  0.187
50 H -1.07 4.17 -2.04  0.196
51 S -0.96 -1.93 -0.56  -0.333
52 Sb 3.88 0.96 0.36  0.885

Record 4
C13H26N6O6STi | ωB97M-V/def2-TZVPD

The HOMO energy (spin up / spin down) comes out at -9.505 / -9.638 eV. The orbital gap (spin up / spin down) is 5.72 / 5.48 eV. Its expectation value of S² is 0.89. Its multiplicity is 2. Its energy relative to the best compared isomer or geometry (same formula, charge and spin) is 0.0 kJ/mol. Its net charge is +1. For the electronic energy, the calculation gives -2538.2400 hartree.

Each line ends with the natural charge from an NBO analysis.
Atoms and positions in Å:
1 C 2.84 2.74 2.70  -0.652
2 O 1.26 3.48 0.49  -0.456
3 H -3.46 0.81 -1.33  0.448
4 O 1.51 1.01 -1.25  -0.915
5 N -0.91 0.91 -2.22  -0.232
6 C 1.82 1.90 2.02  0.029
7 Ti -0.18 0.84 -0.19  1.215
8 H 5.32 -1.46 -0.68  0.192
9 H 2.51 3.78 2.78  0.250
10 O -0.92 1.94 -3.18  -0.548
11 H -2.77 -0.55 3.62  0.229
12 S -1.74 2.27 0.65  -0.010
13 C -4.02 -0.81 -0.06  -0.046
14 H -3.93 -1.86 1.89  0.252
15 C 4.28 -1.28 -1.01  -0.253
16 H 2.83 0.41 4.06  0.224
17 H -1.12 -0.57 2.93  0.252
18 H -2.04 -1.10 -4.59  0.236
19 H -1.55 -3.46 -1.70  0.277
20 O 0.82 -1.46 1.70  -0.633
21 N 0.79 -0.15 1.44  -0.273
22 N -2.69 -0.16 1.58  -0.311
23 H -1.95 0.99 3.16  0.243
24 H -2.94 -2.66 -2.47  0.233
25 H -2.61 0.55 -4.32  0.257
26 C -1.84 -2.68 -2.41  -0.681
27 C -1.28 -1.37 -2.01  0.133
28 C -2.10 -0.06 2.90  -0.425
29 H 3.63 -2.03 -0.55  0.200
30 H -1.48 -2.96 -3.41  0.240
31 H 4.63 0.56 -0.59  0.499
32 O -0.62 -2.28 -0.04  -0.526
33 C -2.51 0.73 0.55  0.150
34 H -4.72 -1.31 -0.71  0.247
35 H -0.96 0.27 -4.88  0.267
36 C 1.56 0.56 2.35  0.263
37 H 0.07 -1.96 0.80  0.479
38 C -3.63 -1.09 1.21  -0.037
39 C 2.12 -0.20 3.49  -0.673
40 H 2.45 0.71 -0.93  0.548
41 H -0.69 2.77 -2.69  0.503
42 H 3.02 2.36 3.71  0.222
43 O 3.85 -0.02 -0.60  -0.740
44 H 3.79 2.72 2.16  0.225
45 C -1.31 -0.22 -2.83  0.227
46 H 4.18 -1.35 -2.10  0.171
47 H 1.47 0.99 -2.22  0.513
48 H 2.63 -1.11 3.15  0.263
49 N -3.35 0.32 -0.44  -0.497
50 H 1.31 -0.51 4.18  0.245
51 N -0.74 -1.16 -0.78  -0.127
52 C -1.75 -0.11 -4.22  -0.680
53 N 1.13 2.30 0.92  -0.016